Computed, not measured: a cluster of 8 separate species, C41H90N8O12P in total, with ωB97M-V with the def2-TZVPD basis set.

Computed properties:
- E: -3298.50734 Ha
- 2S+1: 2
- LUMO level (spin up / spin down): 0.35 / -0.24 eV

```
152
C41H90N8O12P | the Open Molecules 2025 dataset | ωB97M-V with the def2-TZVPD basis set
P 1.9315 -0.1681 2.9125
O 2.6960 -2.4076 8.8489
O 3.7535 5.1699 -2.8941
O 3.2443 0.3984 3.2198
O -5.9611 -5.0841 -2.6532
O 8.1594 9.1111 -4.9728
O -1.7881 -1.6890 -1.2064
O -10.7344 -4.0723 -1.1469
O -12.3504 -7.7834 0.2178
O 7.6739 -0.1453 1.2801
O 2.1227 -1.7685 2.8727
O 3.8974 -6.3020 0.5137
O 0.8876 0.0664 4.0973
N 1.6318 -6.3505 0.6486
N 8.6291 11.2902 -5.3958
N 5.1813 6.7051 -3.7648
N -5.8475 -2.8303 -2.3776
N 4.1224 -1.3567 7.4259
N -9.6562 -5.6619 0.0655
N -1.0799 -0.8861 -0.4815
N -14.1759 -6.7327 -0.6367
C 6.0914 5.6793 -4.2448
C 0.4325 -7.0652 1.0378
C -8.9940 -6.2012 -1.1113
C 7.2914 11.5397 -5.9065
C -4.4035 -2.8514 -2.1998
C -9.4018 -6.2688 1.3562
C -0.7694 -2.0913 1.6419
C -15.5570 -6.3317 -0.4620
C -0.0132 2.4634 2.0612
C -0.2471 1.4932 -0.2705
C -3.0207 -1.2790 1.0962
C 4.0689 6.3261 -3.1169
C 5.5109 8.0996 -4.0029
C 6.3675 1.8290 -0.4524
C 3.3526 3.9078 0.8675
C 5.8355 0.4201 -0.2568
C 2.9598 -1.9460 7.7562
C -13.4876 -6.3850 -1.8717
C 4.0338 2.6548 0.3094
C 6.9097 -0.3978 2.4416
C 9.5904 12.3753 -5.3650
C 4.3688 -0.8249 6.0971
C 5.3053 2.9529 -0.4775
C -0.0325 1.1683 1.2335
C 2.8648 -6.8654 0.8206
C -13.5081 -7.4175 0.3078
C -1.2798 0.3783 1.6888
C 7.0012 -0.5163 0.0877
C 1.2754 0.3462 1.3062
C -10.4831 -4.6213 -0.0845
C -1.0740 0.4803 -1.0798
C 0.8778 3.5995 1.5434
C -6.5483 -1.5640 -2.3159
C 1.5112 -5.0317 0.0525
C 2.3606 3.4889 1.9763
C 8.9321 10.0528 -4.9666
C -0.4078 0.3654 -2.4511
C -1.5380 -0.9368 0.9493
C 5.1590 -1.2538 8.4384
C -6.4925 -3.9905 -2.5941
C -2.4720 1.0495 -1.3308
H 0.0634 -2.3999 1.0260
H 6.4629 8.3381 -3.5377
H 7.0915 10.8917 -6.7604
H -8.3928 -5.4254 -1.5768
H 6.8555 1.8323 -1.4254
H -3.0445 0.4140 -1.9942
H 5.2264 -1.3307 5.6489
H -15.9245 -6.6648 0.5064
H -0.4497 -1.8143 2.6346
H -0.3658 1.3520 -2.8993
H 6.5515 11.3240 -5.1348
H 1.1870 -0.5606 0.7205
H 5.0683 3.2798 -1.4828
H 5.5747 5.0198 -4.9432
H 4.7372 8.7436 -3.5861
H -1.0065 -0.2599 -3.1029
H 2.4970 4.1590 2.8195
H -14.1222 -7.6290 1.2009
H 2.0429 -4.3033 0.6673
H -1.0371 2.8296 2.0558
H 9.2170 13.1886 -4.7398
H 1.1431 -0.5472 4.8119
H 6.4479 5.0766 -3.4084
H 0.2396 2.3010 3.1066
H -1.4000 -2.9661 1.7291
H 2.8558 4.4634 0.0802
H -0.2067 -7.2274 0.1676
H -3.2769 -1.0840 2.1334
H 3.3406 2.1156 -0.3329
H -9.6988 -7.3182 1.3281
H 10.5364 12.0255 -4.9579
H 3.4469 7.1785 -2.7918
H -12.6166 -5.7679 -1.6494
H 7.1388 2.0817 0.2625
H 5.1280 0.3316 0.5600
H -14.1594 -5.8376 -2.5272
H -7.6150 -1.7181 -2.4657
H 0.4631 -4.7516 -0.0190
H 7.2046 12.5791 -6.2113
H 5.7574 3.8232 -0.0064
H -3.6590 -0.6762 0.4591
H 6.0297 -0.7568 8.0189
H 4.5726 0.2447 6.1578
H 5.4394 -2.2480 8.7878
H -2.1089 1.0660 1.5620
H -0.1222 -6.4892 1.7815
H 0.6948 -8.0304 1.4656
H 3.0481 -1.9079 2.6017
H 6.6611 -1.4600 2.4885
H -10.9373 -4.2890 0.8654
H -3.0208 1.2169 -0.4145
H 2.5869 2.4970 2.3409
H 1.9557 -5.0328 -0.9432
H 0.5687 -0.0994 -2.3761
H 0.8289 3.7408 0.4691
H -1.2380 0.1490 2.7483
H -7.5822 -3.8598 -2.7175
H 5.3718 0.0240 -1.1560
H 7.7277 -0.4368 -0.7157
H -4.1453 -3.4766 -1.3455
H 6.0176 0.2201 2.5188
H -4.0369 -1.8445 -2.0339
H -3.9263 -3.2712 -3.0856
H 4.1228 4.5141 1.3289
H 5.5890 8.2838 -5.0742
H -2.3598 2.0079 -1.8221
H 6.9363 6.1492 -4.7417
H 9.9680 9.9623 -4.5986
H 2.8544 -7.8694 1.2797
H -16.1771 -6.7732 -1.2450
H -13.1491 -7.2934 -2.3716
H -9.9664 -5.7618 2.1355
H 9.7598 12.7541 -6.3747
H 6.6565 -1.5462 0.2051
H 2.2397 -1.9763 6.9163
H 3.5023 -0.9757 5.4621
H -0.6393 2.4943 -0.3840
H 2.0632 0.9285 0.8489
H -9.7433 -6.5369 -1.8289
H -8.3352 -6.1992 1.5825
H 4.7906 -0.6852 9.2929
H 4.3073 2.0733 1.1801
H -6.1758 -0.8915 -3.0921
H -6.3935 -1.0976 -1.3400
H -8.3576 -7.0351 -0.8308
H 0.7473 1.5139 -0.7078
H 7.5299 -0.1554 3.2956
H 0.4953 4.5183 1.9765
H -15.6404 -5.2444 -0.5160
H -3.2214 -2.3179 0.8791
```

Atom charges from the Mulliken analysis, given in e for atoms 1 to 4: atom 1 (P): 0.24, atom 2 (O): -0.60, atom 3 (O): -0.60, atom 4 (O): -0.66

***

Computed, not measured: a cluster of 16 separate species, C41H94F17N3O18PS in total, with ωB97M-V with the def2-TZVPD basis set.

Computed properties:
- E: -5573.83476 Ha
- LUMO level: -2.69 eV
- Net charge: +1

```
175
C41H94F17N3O18PS | the Open Molecules 2025 dataset | ωB97M-V with the def2-TZVPD basis set
S -1.9218 -3.6679 1.9343
P 0.7588 -2.4077 1.5860
F 5.5231 4.7725 2.2869
F 5.7151 0.4335 -0.6584
F 1.6830 2.0004 -0.9925
F 3.9593 1.4314 0.1783
F 7.7093 1.8698 0.3053
F 5.1390 1.0411 -3.0604
F 2.9876 -0.0403 -3.4900
F 6.3899 3.0910 -1.6759
F 5.3713 3.4393 3.9795
F 7.4259 2.6358 2.8049
F 5.8533 1.2782 2.1637
F 3.2772 -0.6344 -1.4250
F 7.3986 4.0017 0.5533
F 3.7845 2.6650 -2.5579
F 4.0361 3.1896 2.3058
F 4.8548 3.8326 -0.3214
F 1.1686 1.5971 -3.0736
O -10.9655 3.1123 -2.4983
O 8.2381 7.7033 0.8051
O -0.7075 -3.2680 -7.1821
O 3.0541 -5.0967 3.8661
O -9.7542 -1.2768 -5.8167
O -9.9432 4.3786 1.9562
O -2.3194 -6.0667 -4.1521
O -8.1703 -1.5610 -4.2452
O 10.5026 4.4398 0.9637
O -4.4986 -0.7843 0.3004
O 1.5286 -1.7580 5.5729
O 9.0025 -0.6938 2.4947
O 7.5189 1.5811 5.7988
O -14.9926 -0.7024 1.1835
O 1.4581 6.2093 -3.3559
O 10.7433 2.3811 6.3555
O 7.3327 1.6930 9.1480
O -11.1045 0.8315 -0.5788
N -0.0786 -3.1541 -1.5780
N 0.9784 -3.0914 2.9649
N -1.5236 -1.5495 0.2424
C -9.1791 3.2107 2.2400
C -0.4444 -4.6532 -6.9797
C 2.4232 -5.9042 4.8499
C 0.3439 -4.2109 -2.5518
C -1.5747 -7.2758 -4.3485
C -0.6831 -3.8027 -0.3841
C 5.7111 2.8246 -0.5372
C -8.8884 -0.8085 -5.1473
C -7.1050 -2.3026 -4.8461
C 11.6249 2.5454 5.2512
C -12.2492 -0.0167 -0.5621
C -11.0707 4.0651 -1.4317
C -1.9610 -1.5005 -1.1555
C 6.2134 0.8284 9.2586
C 2.2285 5.1182 -2.8725
C 4.9253 1.5093 -0.7766
C -4.1653 -1.8984 0.0082
C -1.5497 -2.4352 -3.5235
C 4.2192 1.4560 -2.1661
C 7.0273 7.8728 0.0779
C -8.5991 0.6505 -5.2072
C 5.2720 3.5261 2.6574
C 0.6281 -0.0350 -1.4471
C -3.3567 -2.1661 -1.2477
C -4.6333 -2.6844 -4.7048
C 6.7844 2.8020 0.5867
C -0.9224 -2.0133 -2.1898
C 10.6742 4.5709 2.3731
C 6.3092 2.5356 2.0411
C -0.8941 -2.7634 0.7154
C 7.6831 0.1562 5.8300
C -8.9750 1.4042 -4.1596
C 9.8451 0.4532 2.5834
C 0.1317 -0.9421 -2.5716
C 1.6131 1.0184 -1.9285
C -2.4557 -1.3927 -4.2073
C -14.7727 -0.7655 2.5885
C 3.0323 0.4376 -2.2238
C 1.2855 -1.3064 6.9075
C -3.3277 -2.1049 -5.2528
C -5.7487 -1.6308 -4.6350
H -4.9499 -3.4771 -5.3826
H -15.3476 0.0008 3.1144
H 9.8436 2.4437 6.0182
H -8.8725 1.0073 -3.1554
H 3.1629 -6.6083 5.2236
H -3.9481 -1.7579 -2.0618
H 1.5861 -6.4660 4.4255
H 6.8679 8.9404 -0.0445
H 2.4667 -1.9598 5.4981
H 7.4666 1.8361 4.8743
H -0.7716 -3.1012 -8.1263
H 0.7776 -3.7847 -3.4467
H -11.9524 3.8646 -0.8217
H -1.5819 -4.3599 -0.6333
H -0.3782 -4.8207 -5.9058
H 6.2996 -0.0096 8.5599
H -2.6707 -2.8653 -5.6776
H 1.5447 -2.0804 7.6315
H -0.2363 -0.3143 -3.3747
H 1.1346 -2.3667 3.6690
H -12.1930 -0.7646 -1.3586
H -1.2605 -5.2597 -7.3789
H -1.0122 -7.1715 -5.2720
H -0.7605 -2.6154 -4.2518
H -3.5045 -1.3813 -6.0482
H 6.1760 7.4491 0.6201
H 0.0506 -4.5200 -0.0136
H 7.0955 7.4103 -0.9111
H 7.7460 -0.1579 6.8672
H 6.8270 -0.3303 5.3553
H 11.4715 3.5237 4.7928
H -7.1015 -3.2881 -4.3803
H 1.7070 -2.8048 0.6001
H -8.6455 2.9413 1.3322
H 12.6454 2.4777 5.6182
H -1.0601 -0.7111 0.5548
H 2.9204 5.4383 -2.0873
H -13.7137 -0.5886 2.7601
H 6.1781 0.4320 10.2701
H -8.4531 3.3981 3.0362
H -12.2779 -0.5272 0.3963
H 1.5867 4.3209 -2.4887
H 8.6018 -0.1263 5.3135
H -1.9320 -2.7513 2.9079
H -4.4309 -2.7721 0.6183
H -10.4212 4.6200 2.7532
H -9.4337 2.3740 -4.2962
H -1.8017 -0.7258 -4.7726
H -9.8234 2.3764 2.5263
H 10.0466 5.3738 2.7712
H -8.0700 1.0129 -6.0807
H 1.1000 -0.5624 -0.6202
H 2.3950 -4.4722 3.5365
H -0.1935 0.5437 -1.0231
H -0.8820 -7.4362 -3.5181
H 0.7852 -2.7278 -1.2385
H 0.4966 -4.9517 -7.4474
H -2.8281 -6.1710 -3.3429
H -10.1867 3.9666 -0.8105
H -13.1678 0.5635 -0.6729
H 1.0652 -4.8543 -2.0524
H 1.8552 -0.4009 7.1245
H -2.1212 -3.3599 -3.4121
H 9.4048 1.1915 3.2599
H -15.9271 -0.8572 1.0246
H 0.9450 6.5639 -2.6255
H 11.7162 4.8117 2.5632
H -4.4309 -3.0778 -3.7094
H 0.8569 -1.0013 1.6012
H -5.7660 -1.1311 -3.6657
H 9.5839 4.2219 0.7962
H 10.8082 0.1399 2.9749
H 11.4563 1.7573 4.5126
H 9.9866 0.8940 1.5933
H -15.0357 -1.7486 2.9872
H 0.9937 -1.4932 -2.9593
H -2.2450 -8.1313 -4.4359
H 8.3980 6.7632 0.9166
H -5.6096 -0.8826 -5.4152
H 0.2251 -1.0858 6.9895
H -7.2917 -2.4437 -5.9118
H -0.5204 -4.8271 -2.7869
H -3.2682 -3.2384 -1.4307
H -11.7525 3.1999 -3.0441
H 2.0589 -5.2996 5.6855
H 8.1534 -0.4119 2.1453
H -2.1215 -0.4529 -1.4053
H 5.2874 1.3772 9.0610
H 7.3408 2.0329 8.2472
H 10.4274 3.6334 2.8766
H -11.1214 5.0814 -1.8275
H -3.0173 -0.7464 -3.5354
H 2.8025 4.7363 -3.7127
H -11.0867 1.2853 -1.4299
```

Atom charges from the Mulliken analysis, given in e for atoms 1 to 4: atom 1 (S): -0.20, atom 2 (P): 0.74, atom 3 (F): -0.24, atom 4 (F): -0.31